(1)
Density functional theory data (ωB97M-V/def2-TZVPD) for a 11-piece molecular cluster, C44H121N11O11 overall.

HOMO energy, hartree: -0.31798
SMILES: COC[C@H](C)N.COC[C@H](C)N.COC[C@H](C)N.COC[C@H](C)N.COC[C@H](C)N.COC[C@H](C)N.COC[C@H](C)N.COC[C@H](C)N.COC[C@H](C)N.COC[C@H](C)N.COC[C@H](C)N
Gap between HOMO and LUMO, eV: 9.068

Last column: Löwdin charge in e.
Atoms and positions in Å:
C -6.9564 4.0355 3.1190  -0.08
O -6.3956 3.2772 2.0429  -0.24
C -5.4446 3.8918 1.1706  -0.19
C -4.8160 2.7241 0.4058  -0.43
C -4.1828 1.6855 1.2890  -0.07
N -3.8462 3.1793 -0.5815  0.06
H -7.6441 4.8101 2.7765  0.08
H -6.0658 4.4021 3.6372  0.09
H -7.4634 3.2772 3.7110  0.09
H -6.0641 4.5361 0.5351  0.12
H -4.7575 4.5623 1.7021  0.12
H -5.6744 2.3083 -0.1258  0.14
H -3.8890 0.7746 0.7659  0.06
H -4.9800 1.3947 1.9767  0.08
H -3.2863 2.0314 1.8086  0.08
H -3.2299 3.9136 -0.2485  0.05
H -4.3221 3.5462 -1.3966  0.07
C -2.9314 -2.9572 -5.4466  -0.09
O -2.5044 -3.9409 -6.3812  -0.21
C -2.3632 -3.3922 -7.6675  -0.23
C -1.4582 -4.3501 -8.4872  -0.41
C -2.0969 -5.7572 -8.4839  -0.06
N -0.1407 -4.3952 -7.8388  0.03
H -3.1287 -3.4177 -4.4765  0.09
H -3.8784 -2.5282 -5.7762  0.09
H -2.1120 -2.2691 -5.2290  0.07
H -3.3570 -3.2509 -8.1114  0.12
H -1.8802 -2.4074 -7.7076  0.12
H -1.3913 -4.0365 -9.5281  0.13
H -2.9330 -5.7306 -9.1857  0.07
H -2.4581 -6.0693 -7.5089  0.07
H -1.3549 -6.4328 -8.9096  0.07
H -0.3477 -4.5341 -6.8479  0.06
H 0.2257 -3.4461 -7.7517  0.07
C 2.6221 -8.1229 -5.8316  -0.12
O 3.0275 -7.5787 -4.5867  -0.19
C 3.0960 -6.1517 -4.7151  -0.21
C 3.2037 -5.5194 -3.3282  -0.42
C 3.1242 -3.9673 -3.4160  -0.06
N 4.4425 -5.9244 -2.6570  0.04
H 3.3427 -8.0689 -6.6500  0.09
H 1.6764 -7.6970 -6.1809  0.08
H 2.3779 -9.1671 -5.6287  0.09
H 3.9540 -5.8646 -5.3354  0.13
H 2.2285 -5.8015 -5.2847  0.11
H 2.4046 -5.8122 -2.6461  0.14
H 2.5415 -3.5785 -4.2506  0.07
H 4.1370 -3.5656 -3.4576  0.07
H 2.6454 -3.6808 -2.4806  0.04
H 5.3101 -5.8338 -3.1818  0.08
H 4.3008 -6.9323 -2.8029  0.07
C 0.8801 -1.5800 4.3842  -0.11
O 1.5314 -2.1546 5.5085  -0.20
C 0.9450 -3.3122 6.0163  -0.23
C 0.6812 -3.1278 7.4984  -0.43
C 0.0426 -4.3408 8.1924  -0.07
N -0.1610 -1.9798 7.8566  0.04
H 0.8329 -2.3845 3.6402  0.08
H 1.5082 -0.8415 3.8833  0.07
H -0.0611 -1.1482 4.7152  0.07
H 0.0042 -3.5931 5.5257  0.12
H 1.6052 -4.1805 5.8915  0.13
H 1.5941 -2.8878 8.0508  0.14
H -0.1695 -4.1575 9.2430  0.07
H 0.7419 -5.1816 8.1867  0.07
H -0.8618 -4.6499 7.6642  0.08
H -1.1542 -2.0810 7.7141  0.06
H 0.2484 -1.1273 7.5040  0.04
C -1.0745 5.5753 1.1118  -0.11
O -2.0684 6.0985 0.2624  -0.22
C -1.8761 7.4693 0.0107  -0.21
C -2.8342 7.9070 -1.1234  -0.40
C -2.5685 7.0086 -2.3548  -0.07
N -2.7062 9.2969 -1.5847  0.02
H -1.1912 4.5032 1.2877  0.07
H -1.2484 5.9071 2.1447  0.09
H -0.0750 5.8101 0.7455  0.09
H -1.9227 8.0688 0.9251  0.13
H -0.8515 7.6054 -0.3657  0.12
H -3.8301 7.7702 -0.6989  0.14
H -1.6928 7.2241 -2.9701  0.07
H -3.3250 7.2503 -3.1143  0.07
H -2.7181 5.9541 -2.1207  0.06
H -3.1403 9.2998 -2.5050  0.06
H -1.7477 9.4270 -1.9142  0.07
C 4.7384 3.8800 -2.9825  -0.10
O 4.1276 3.0113 -2.0616  -0.25
C 5.0259 1.9982 -1.5693  -0.16
C 5.1750 0.8934 -2.6349  -0.44
C 3.8668 0.3804 -3.2093  -0.05
N 5.9321 -0.1909 -2.0254  0.03
H 5.0780 3.4027 -3.9074  0.09
H 5.5319 4.4444 -2.4831  0.10
H 3.9488 4.5674 -3.2959  0.07
H 6.0132 2.3508 -1.2594  0.12
H 4.5052 1.6380 -0.6799  0.13
H 5.7283 1.2812 -3.4927  0.13
H 3.1465 0.1456 -2.4192  0.07
H 4.0769 -0.6080 -3.6242  0.07
H 3.4887 1.0594 -3.9680  0.06
H 5.4912 -0.5998 -1.2096  0.03
H 6.9302 -0.1058 -1.9469  0.07
C 0.0955 1.0661 1.4293  -0.13
O -0.6945 0.3377 0.5517  -0.23
C 0.0391 -0.2908 -0.5128  -0.17
C -0.9451 -0.7377 -1.6585  -0.40
C -0.0381 -1.0802 -2.8321  -0.08
N -1.8534 0.2787 -2.1900  0.07
H 0.1098 2.1061 1.0668  0.08
H 1.0709 0.6322 1.6604  0.09
H -0.5507 1.1880 2.3060  0.07
H 0.6973 0.4880 -0.9148  0.11
H 0.5260 -1.1460 -0.0377  0.12
H -1.3409 -1.6647 -1.2424  0.13
H 0.6126 -1.9417 -2.6246  0.07
H 0.6783 -0.2843 -3.0483  0.06
H -0.5192 -1.4598 -3.7332  0.06
H -2.4849 0.6324 -1.4785  0.05
H -1.2996 1.0451 -2.5544  0.07
C -5.8473 -3.2355 1.3339  -0.11
O -5.1221 -2.9459 2.5027  -0.16
C -3.9596 -2.2337 2.2080  -0.23
C -3.0386 -2.0165 3.4325  -0.41
C -3.7048 -1.5765 4.7195  -0.05
N -2.0493 -0.9715 3.1541  0.05
H -6.0350 -2.3223 0.7510  0.09
H -6.8247 -3.6784 1.5033  0.09
H -5.2478 -3.8355 0.6397  0.09
H -3.2832 -2.6778 1.4609  0.12
H -4.1660 -1.2675 1.7254  0.10
H -2.5274 -2.9713 3.5797  0.13
H -4.6823 -2.0348 4.8788  0.08
H -3.9221 -0.5054 4.6833  0.08
H -3.0206 -1.7609 5.5465  0.06
H -1.4523 -1.2355 2.3772  0.06
H -2.5516 -0.1224 2.9195  0.05
C -1.3176 1.6764 9.1490  -0.12
O 0.0075 1.9792 8.8048  -0.19
C 0.2595 1.8276 7.4161  -0.20
C -0.1431 3.0764 6.5901  -0.41
C 0.0565 2.9468 5.0837  -0.07
N 0.7320 4.1603 7.0408  0.03
H -2.0138 2.3378 8.6168  0.08
H -1.5287 1.9539 10.1829  0.09
H -1.6021 0.6328 8.9950  0.08
H 1.3358 1.6861 7.3174  0.13
H -0.2863 0.9315 7.0962  0.10
H -1.1958 3.2911 6.7748  0.13
H 0.9874 2.5197 4.6952  0.08
H -0.0320 3.9047 4.5688  0.07
H -0.6642 2.2971 4.5748  0.06
H 0.7731 4.1572 8.0569  0.07
H 1.6977 3.9784 6.7859  0.07
C 5.4296 -3.3292 3.9598  -0.10
O 4.7997 -3.4809 2.7125  -0.19
C 4.0892 -2.3631 2.2100  -0.19
C 3.6810 -2.4453 0.7405  -0.37
C 3.0745 -3.8621 0.4773  -0.07
N 4.7920 -2.4215 -0.2382  0.05
H 6.2943 -2.6587 3.9107  0.09
H 5.8429 -4.3038 4.2156  0.09
H 4.7674 -2.9926 4.7610  0.09
H 3.2242 -2.2076 2.8558  0.11
H 4.7405 -1.4816 2.2504  0.13
H 2.8668 -1.7700 0.4662  0.11
H 2.2732 -4.1802 1.1558  0.08
H 3.8305 -4.6194 0.7258  0.08
H 2.9109 -4.2199 -0.5387  0.04
H 4.4005 -2.7717 -1.0984  0.05
H 5.4156 -3.0871 0.2082  0.08
C 0.3233 2.1355 -5.8271  -0.12
O 0.1205 3.0332 -4.7831  -0.17
C 1.1884 3.1173 -3.8762  -0.21
C 0.8492 4.1350 -2.7926  -0.42
C 1.0901 5.5816 -3.2763  -0.06
N 1.4568 3.9241 -1.4818  0.06
H -0.4383 2.1797 -6.6043  0.09
H 0.3140 1.0833 -5.5057  0.08
H 1.3127 2.2882 -6.2774  0.09
H 1.2433 2.2035 -3.2614  0.10
H 2.1727 3.2054 -4.3460  0.12
H -0.2103 4.1996 -2.5298  0.13
H 2.1130 5.7636 -3.6203  0.06
H 0.9096 6.2882 -2.4657  0.06
H 0.4555 5.8328 -4.1276  0.07
H 1.0126 3.1031 -1.0900  0.05
H 2.4717 3.8223 -1.5186  0.05



(2)
Density functional theory data (ωB97M-V/def2-TZVPD) for a 11-piece molecular cluster, C44H121N11O11 overall.

HOMO energy, hartree: -0.31656
SMILES: COC[C@H](C)N.COC[C@H](C)N.COC[C@H](C)N.COC[C@H](C)N.COC[C@H](C)N.COC[C@H](C)N.COC[C@H](C)N.COC[C@H](C)N.COC[C@H](C)N.COC[C@H](C)N.COC[C@H](C)N
Gap between HOMO and LUMO, eV: 9.141

Last column: Löwdin charge in e.
Atoms and positions in Å:
C 1.0497 -2.5826 5.2373  -0.10
O 1.7075 -3.6895 4.6138  -0.17
C 2.4489 -3.2947 3.4912  -0.24
C 3.2425 -4.3918 2.8504  -0.41
C 4.3409 -5.0339 3.7088  -0.04
N 3.9053 -3.8969 1.5953  0.03
H 0.5337 -1.9106 4.5070  0.09
H 1.7687 -1.9876 5.7668  0.08
H 0.2595 -2.9261 5.8697  0.07
H 1.7982 -2.9652 2.6801  0.12
H 3.0119 -2.3780 3.7954  0.13
H 2.5688 -5.1613 2.5221  0.11
H 4.8042 -5.8616 3.1507  0.08
H 3.9390 -5.4424 4.6114  0.07
H 5.0935 -4.3233 3.9201  0.06
H 3.2754 -3.1744 1.1500  0.07
H 4.7897 -3.3972 1.8118  0.08
C -1.2170 3.5860 -6.9082  -0.12
O -0.9566 2.3962 -6.2245  -0.17
C -1.3334 2.5290 -4.8971  -0.23
C -0.9377 1.3343 -3.9617  -0.42
C -1.4318 0.0226 -4.4997  -0.05
N -1.4849 1.6114 -2.6499  0.06
H -2.2500 3.8893 -6.6614  0.09
H -1.1286 3.3877 -8.0035  0.10
H -0.5507 4.4157 -6.6340  0.09
H -0.8582 3.4441 -4.6066  0.09
H -2.4665 2.6389 -4.8028  0.14
H 0.1604 1.3112 -3.8524  0.13
H -2.4274 0.1069 -4.8794  0.08
H -1.4526 -0.7361 -3.7492  0.05
H -0.7883 -0.3849 -5.2934  0.10
H -1.1399 2.4881 -2.2247  0.07
H -2.4622 1.8404 -2.8350  0.07
C -5.2502 3.2865 -1.2062  -0.12
O -4.1548 3.9000 -1.7844  -0.21
C -3.4522 4.7039 -0.8648  -0.20
C -2.2120 5.3197 -1.5410  -0.42
C -1.8962 6.6268 -0.8299  -0.05
N -2.4184 5.5717 -2.9691  0.05
H -5.3472 3.4696 -0.1620  0.07
H -5.0799 2.1856 -1.2880  0.09
H -6.1692 3.6366 -1.7533  0.11
H -4.0870 5.5121 -0.5006  0.13
H -3.1566 4.1010 -0.0505  0.08
H -1.3614 4.6177 -1.4816  0.11
H -1.9196 6.5587 0.2105  0.05
H -2.6684 7.3378 -1.1688  0.09
H -0.9339 7.0846 -1.1274  0.08
H -3.0697 6.3099 -2.9846  0.05
H -2.8076 4.7168 -3.4169  0.08
C 4.9600 0.4082 2.6071  -0.10
O 5.4952 1.5411 1.9735  -0.19
C 5.5731 1.4386 0.5762  -0.22
C 6.4017 2.5568 -0.0820  -0.45
C 6.1530 3.8876 0.5619  -0.07
N 6.0237 2.4828 -1.4822  0.05
H 5.5751 -0.4758 2.4262  0.08
H 3.9851 0.2242 2.0554  0.10
H 4.8047 0.5441 3.6210  0.06
H 6.1077 0.4713 0.3491  0.12
H 4.5605 1.3691 0.1253  0.11
H 7.4577 2.3302 0.1509  0.14
H 6.5853 3.9340 1.5741  0.09
H 5.0713 4.1104 0.6124  0.09
H 6.6222 4.6900 0.0378  0.06
H 6.7851 2.9636 -1.9832  0.08
H 5.2846 3.2017 -1.5876  0.06
C -3.7622 2.0896 6.4954  -0.04
O -3.7060 3.4489 5.9311  -0.20
C -2.5531 3.7827 5.1675  -0.23
C -2.5578 5.2622 5.0155  -0.47
C -3.5282 5.6457 3.8786  -0.05
N -1.2211 5.6373 4.7822  0.03
H -2.8845 1.9131 7.0336  0.06
H -3.8686 1.4434 5.6893  0.05
H -4.6396 2.0216 7.1681  0.10
H -1.6285 3.4258 5.6436  0.12
H -2.5687 3.2607 4.1677  0.12
H -2.9968 5.7177 5.9361  0.15
H -3.6834 6.7355 3.9547  0.07
H -4.5295 5.2425 4.0654  0.08
H -3.1540 5.3745 2.8216  0.10
H -1.0180 6.3963 4.1190  0.10
H -0.6534 5.7445 5.5654  0.06
C 6.3040 -1.1757 -2.5313  -0.10
O 5.1959 -1.9650 -2.1012  -0.17
C 4.0901 -1.1844 -1.6652  -0.24
C 2.8698 -2.0691 -1.7711  -0.40
C 2.4296 -2.1873 -3.2207  -0.03
N 1.8675 -1.5547 -0.7585  0.06
H 7.1080 -1.9120 -2.4894  0.08
H 6.6687 -0.2607 -1.9267  0.09
H 6.1250 -0.8948 -3.5369  0.07
H 4.1679 -0.8912 -0.6488  0.08
H 3.9677 -0.2345 -2.1986  0.11
H 3.2286 -2.9476 -1.3669  0.09
H 2.1894 -1.1866 -3.5949  0.08
H 1.5369 -2.7688 -3.2378  0.06
H 3.0874 -2.7486 -3.8527  0.08
H 1.1017 -2.2687 -0.5519  0.08
H 1.3676 -0.8501 -1.2513  0.03
C -0.5059 -8.4712 0.5383  -0.13
O 0.8523 -8.1643 0.6292  -0.17
C 1.4424 -8.0366 -0.6610  -0.22
C 2.5789 -7.0696 -0.6592  -0.41
C 3.7287 -7.5138 0.3287  -0.04
N 2.0355 -5.7424 -0.3833  0.07
H -0.9098 -8.4817 1.5407  0.08
H -0.7517 -9.4527 0.1265  0.08
H -1.0781 -7.7794 -0.1045  0.08
H 1.7264 -9.0317 -1.0488  0.14
H 0.7657 -7.6258 -1.4045  0.11
H 2.9546 -7.0643 -1.6541  0.12
H 4.5755 -6.8858 0.2723  0.05
H 4.0702 -8.5258 0.1585  0.07
H 3.2697 -7.4052 1.3334  0.08
H 1.3604 -5.8406 0.3324  0.04
H 2.7715 -5.1463 0.0110  0.04
C 2.0767 2.2570 -1.3030  -0.11
O 2.7929 3.4690 -1.2952  -0.24
C 1.9471 4.6789 -1.5356  -0.12
C 1.6548 4.8646 -3.0528  -0.46
C 2.9559 5.0191 -3.7209  -0.10
N 0.8462 6.0966 -3.2470  0.07
H 1.3638 2.0836 -2.0702  0.04
H 1.5250 2.0850 -0.3322  0.10
H 2.8485 1.5031 -1.4658  0.07
H 1.0342 4.3588 -0.9442  0.12
H 2.5409 5.5394 -1.2163  0.12
H 1.2735 3.8976 -3.3885  0.12
H 3.3921 6.0625 -3.5998  0.10
H 3.0756 4.7270 -4.8349  0.11
H 3.7645 4.4043 -3.2513  0.07
H 1.2676 6.6003 -4.0141  0.06
H -0.1438 5.8584 -3.4012  0.04
C -4.3954 -1.1709 -2.4005  -0.11
O -3.3128 -2.0336 -2.7155  -0.18
C -3.4236 -3.3909 -2.3180  -0.22
C -2.0817 -3.9638 -2.1698  -0.40
C -1.9331 -5.5205 -2.3706  -0.05
N -1.3250 -3.6807 -0.8995  0.06
H -4.0899 -0.1513 -2.6540  0.08
H -4.6417 -1.1431 -1.3474  0.04
H -5.3637 -1.3513 -2.8737  0.09
H -4.0034 -3.4832 -1.4227  0.10
H -4.0608 -3.9741 -3.0294  0.14
H -1.5193 -3.4160 -2.8932  0.12
H -2.5086 -6.0583 -1.5651  0.07
H -0.8819 -5.7780 -2.1446  0.06
H -2.2803 -5.9390 -3.3861  0.10
H -1.6996 -4.2533 -0.1786  0.01
H -1.4934 -2.7102 -0.6237  0.05
C -6.0468 -1.9742 1.4043  -0.07
O -4.8923 -2.3466 2.1571  -0.19
C -4.2091 -3.4033 1.6148  -0.26
C -3.1288 -3.9149 2.5927  -0.37
C -2.1758 -2.7705 2.9488  -0.04
N -2.4152 -5.1097 2.0179  0.04
H -6.5058 -1.1341 1.9369  0.10
H -6.6982 -2.8353 1.3489  0.09
H -5.7314 -1.6945 0.4151  0.06
H -4.8611 -4.2061 1.2659  0.12
H -3.6759 -3.0439 0.7383  0.10
H -3.7475 -4.2699 3.4289  0.13
H -1.6248 -3.1133 3.8294  0.07
H -2.6835 -1.8659 3.1736  0.05
H -1.4794 -2.4108 2.2525  0.06
H -1.6674 -5.3826 2.6579  0.08
H -3.0284 -5.9078 1.9439  0.06
C -0.0347 3.5433 2.4008  -0.05
O -1.2596 3.0354 1.7216  -0.22
C -1.1691 1.6366 1.4653  -0.21
C -2.5113 1.2742 0.7917  -0.41
C -3.6185 1.2491 1.8985  -0.03
N -2.3360 0.0402 0.0338  0.08
H -0.2888 4.4594 2.9637  0.06
H 0.7608 3.7265 1.6878  0.06
H 0.3547 2.7808 3.0882  0.08
H -0.4369 1.4015 0.7333  0.09
H -0.9775 1.0706 2.4023  0.13
H -2.7685 2.1674 0.1764  0.11
H -3.6759 2.1422 2.5485  0.07
H -3.4981 0.3373 2.4817  0.06
H -4.5602 1.2527 1.3522  0.06
H -3.2076 -0.3846 -0.2357  0.03
H -1.9151 0.2782 -0.8743  0.04



Short version: (1) is the least stable of them.



(1)
Density functional theory data (ωB97M-V/def2-TZVPD) for a 2-piece molecular cluster, CH2ClO2S overall.

HOMO energy (spin up / spin down), hartree: -0.18982 / -0.18982
Gap between HOMO and LUMO (spin up / spin down), eV: 8.183 / 8.183
Total charge: -1

Last column: natural (NBO) charge in e.
Atoms and positions in Å:
C -0.6422 -0.0160 0.0567  -0.35
O -0.3639 2.4905 2.4801  -0.97
O 1.3116 3.0887 0.8581  -0.96
S 0.5742 1.9946 1.4805  1.65
Cl 2.0047 0.8670 2.8027  -0.53
H -0.0146 -0.4194 0.7739  0.08
H -1.3252 0.3911 0.7260  0.07



(2)
Density functional theory data (ωB97M-V/def2-TZVPD) for CH2ClO2S as an isolated structure.

HOMO energy, hartree: -0.17579
Gap between HOMO and LUMO, eV: 8.255
Total charge: -1

Last column: natural (NBO) charge in e.
Atoms and positions in Å:
C 1.5350 -0.4837 -0.0115  -0.66
O -1.2838 -0.7272 1.1582  -0.93
O -1.2653 -0.7821 -1.3797  -0.92
S -0.7449 -0.3151 -0.1084  1.87
Cl -1.6463 1.8793 -0.1305  -0.58
H 1.8140 0.4621 -0.5357  0.12
H 1.5914 -0.0332 1.0076  0.12



Short version: (1) is the least stable of them.